DFT (ωB97M-V/def2-TZVPD) results for a cluster of 12 separate species, C43H117N7O17 in total.

As for the SMILES: COC[C@H](C)N.COC[C@H](C)N.COCCNCCOC.COCCNCCOC.COCCNCCOC.COCCNCCOC.COCCNCCOC.CO.CO.CO.CO.CO. The gap between HOMO and LUMO is 8.90 eV.

```
! RIJCOSX wB97M-V def2-TZVPD def2/J DEFGRID3
* xyz 0 1
C -0.0273 -8.0555 2.0658
O -0.9774 -7.2611 1.3452
C -1.0775 -5.9286 1.8130
C -1.6101 -5.7590 3.2642
C -3.0618 -6.2249 3.4387
N -1.5440 -4.3662 3.7576
H 0.2090 -8.9139 1.4369
H -0.4581 -8.4591 2.9821
H 0.8655 -7.4873 2.3269
H -0.1401 -5.4029 1.6317
H -1.8268 -5.5629 1.1109
H -1.0016 -6.3385 3.9585
H -3.7561 -5.6435 2.8321
H -3.4465 -6.0045 4.4345
H -3.1913 -7.2577 3.1152
H -0.5841 -4.0579 3.6980
H -1.6596 -4.3755 4.7609
C -1.7686 8.1150 2.9918
O -0.7175 7.2345 3.3341
C -1.1614 6.0532 3.9516
C -0.0685 5.5114 4.9145
C 1.1681 4.9444 4.2936
N -0.5062 4.4715 5.8278
H -2.1795 7.7984 2.0331
H -1.3554 9.1178 2.8838
H -2.6212 8.1248 3.6709
H -1.9669 6.3313 4.6313
H -1.5505 5.3506 3.2146
H 0.2482 6.3313 5.5592
H 1.5334 5.6626 3.5596
H 1.0519 3.9731 3.8127
H 1.9152 4.8533 5.0820
H -1.3803 4.6585 6.2981
H 0.1294 4.5102 6.6117
C 7.8459 0.7831 -0.4322
O 6.4900 1.0575 -0.7597
C 5.8484 2.2469 -0.1465
C 4.3712 2.3716 -0.6729
N 4.3240 3.0669 -1.9465
C 4.8393 2.2557 -3.0395
C 4.8174 2.9348 -4.4039
O 5.2785 1.9803 -5.3849
C 5.4775 2.6131 -6.6083
H 8.2397 -0.0262 -1.0471
H 7.8835 0.4472 0.6041
H 8.4575 1.6745 -0.5717
H 6.3952 3.1524 -0.4093
H 5.8656 2.1434 0.9385
H 3.8028 2.8849 0.1027
H 3.9212 1.3911 -0.8280
H 3.3862 3.3714 -2.1655
H 4.2415 1.3470 -3.1107
H 5.8925 2.0307 -2.8715
H 5.3481 3.8829 -4.3165
H 3.8232 3.2963 -4.6668
H 5.6457 1.8817 -7.3988
H 6.3840 3.2180 -6.5858
H 4.6669 3.2943 -6.8669
C 4.1014 -6.3702 -1.7414
O 4.9567 -5.7213 -0.8175
C 4.5637 -4.3896 -0.4713
C 5.7292 -3.7629 0.2889
N 5.9718 -4.4432 1.5493
C 7.1425 -3.8246 2.2189
C 7.6100 -4.5442 3.5026
O 8.5539 -3.6988 4.0674
C 9.1960 -4.2537 5.2019
H 4.0223 -5.8709 -2.7071
H 3.0692 -6.3416 -1.3923
H 4.3926 -7.4146 -1.8530
H 3.6432 -4.4651 0.1076
H 4.3855 -3.7382 -1.3269
H 5.6177 -2.6806 0.3548
H 6.6400 -3.9635 -0.2754
H 6.2523 -5.4008 1.3928
H 6.9013 -2.7917 2.4702
H 7.9979 -3.7382 1.5490
H 8.1339 -5.4618 3.2354
H 6.7487 -4.7243 4.1460
H 9.7153 -5.1821 4.9641
H 8.5393 -4.3857 6.0618
H 9.9243 -3.5039 5.5110
C -4.1717 3.9638 -8.0067
O -3.9888 3.1464 -6.8554
C -3.9019 3.9113 -5.6765
C -3.7819 3.1069 -4.3961
N -2.6722 2.1810 -4.3646
C -2.7834 1.3229 -3.2142
C -3.6908 0.0712 -3.4308
O -5.0874 0.3783 -3.3267
C -5.9303 -0.7642 -3.6701
H -5.2119 4.2890 -8.0250
H -4.0782 3.3807 -8.9229
H -3.4419 4.7716 -7.9519
H -4.8277 4.4856 -5.6408
H -3.0746 4.6197 -5.6353
H -4.6786 2.4883 -4.4330
H -3.8711 3.7769 -3.5410
H -2.8598 1.5633 -5.1413
H -3.0939 1.8461 -2.3098
H -1.8104 0.8981 -2.9676
H -3.4239 -0.7545 -2.7713
H -3.4672 -0.3379 -4.4161
H -6.9951 -0.6783 -3.4533
H -5.5340 -1.5633 -3.0436
H -5.7822 -1.0589 -4.7090
C -4.7979 6.0454 7.3087
O -4.5644 4.7972 6.6152
C -5.5044 4.4070 5.6319
C -5.0069 3.1114 4.9765
N -6.0281 2.6693 3.9934
C -5.6281 3.1481 2.6606
C -5.7196 4.6564 2.3713
O -5.8714 4.9300 0.9862
C -6.0357 6.3437 0.6342
H -4.0399 6.2895 8.0529
H -5.7669 6.0692 7.8074
H -4.8797 6.8517 6.5797
H -5.6489 5.2134 4.9130
H -6.4569 4.2557 6.1398
H -4.8481 2.2936 5.6794
H -4.0157 3.2165 4.5353
H -5.9751 1.6731 3.8354
H -6.3424 2.7270 1.9530
H -4.6476 2.7980 2.3378
H -4.7598 5.1349 2.5665
H -6.5312 5.0750 2.9664
H -6.1004 6.2754 -0.4518
H -5.1358 6.9072 0.8806
H -6.9541 6.7413 1.0662
C -0.3673 -0.8828 -8.6231
O 0.0582 -1.8863 -7.7530
C 0.6450 -1.3603 -6.6111
C 0.7870 -2.5049 -5.5510
N -0.5773 -2.8502 -5.1624
C -0.5961 -4.0791 -4.3629
C -2.0213 -4.6646 -4.3599
O -2.3548 -4.8776 -5.6904
C -3.6682 -5.4333 -5.8610
H 0.3425 -0.2154 -9.1118
H -1.1695 -0.3671 -8.0954
H -0.8793 -1.5094 -9.3534
H 0.1596 -0.4885 -6.1723
H 1.6543 -1.1000 -6.9297
H 1.3016 -2.2514 -4.6242
H 1.2184 -3.4015 -5.9960
H -1.1446 -3.0349 -5.9774
H -0.3093 -3.8100 -3.3464
H 0.0557 -4.8244 -4.8189
H -2.8077 -4.0725 -3.8918
H -2.0748 -5.6261 -3.8493
H -4.5365 -4.7982 -5.6854
H -3.7889 -6.3325 -5.2569
H -3.6666 -5.8271 -6.8774
C 0.4445 -1.1528 1.2260
O 0.0394 0.1882 1.0823
H -0.1456 -1.7904 0.5678
H 1.4494 -1.1921 0.8054
H 0.3997 -1.4932 2.2605
H -0.5213 0.4205 1.8261
C -0.2886 4.6269 -0.9233
O 0.0056 4.5877 -2.3426
H 0.0022 3.6791 -0.4704
H 0.0843 5.4344 -0.2932
H -1.3626 4.7460 -0.7802
H -0.5153 3.9389 -2.8215
C -4.2741 -1.8187 1.4802
O -4.3994 -1.6771 2.8351
H -3.3999 -1.2370 1.1879
H -4.0716 -2.8400 1.1575
H -5.0994 -1.4444 0.8745
H -3.6285 -2.1642 3.1352
C 0.9042 -0.1784 5.8242
O -0.2244 0.4716 5.3002
H 0.7211 -1.2522 5.8654
H 1.7878 -0.1122 5.1895
H 1.2260 0.0626 6.8373
H -0.2469 1.4062 5.5184
C 3.2239 -5.2785 4.6480
O 2.9402 -4.2147 3.7653
H 3.7999 -4.9188 5.5006
H 2.2788 -5.5891 5.0934
H 3.7662 -6.0943 4.1700
H 3.7244 -4.1608 3.2142
*
```